No. 1
Density functional theory data (ωB97M-V/def2-TZVPD) for the molecule C5H11N at a distorted geometry.

Each line ends with the Mulliken charge.
Geometry (Å):
N  -0.51461  0.43693  -0.05316  0.151
C  0.14247  0.53536  1.44325  -0.697
C  -1.51953  -0.55449  -0.32039  -1.017
C  1.78663  -0.94601  -0.40474  -1.160
C  -0.79479  1.49815  0.86595  -0.289
C  0.92198  0.25335  -0.69355  -0.416
H  1.48177  1.17059  -0.55983  0.236
H  1.22126  -1.85832  -0.46950  0.305
H  -2.14773  -0.26129  -1.13889  0.338
H  -1.10835  -1.51085  -0.58378  0.308
H  -1.84150  1.47154  1.12041  0.262
H  -0.42854  -0.24651  1.94956  0.187
H  -0.44122  2.47957  0.58362  0.181
H  -2.15076  -0.72056  0.53029  0.433
H  2.59054  -1.05067  -1.12293  0.374
H  2.22680  -0.90005  0.57414  0.370
H  0.57557  0.20326  -1.72046  0.433

Atomic forces in eV per Å
3.8 -1.7 0.0
-0.4 -0.4 1.0
-0.1 -0.1 -0.3
-0.5 -0.2 0.6
0.0 0.8 0.6
-2.1 0.8 -1.6
-0.3 0.2 0.2
-0.3 -0.5 0.0
-0.4 0.3 -0.6
0.6 -0.4 0.0
-0.4 0.2 0.0
-0.2 0.1 0.4
0.0 0.2 -0.2
-0.2 0.1 0.7
0.1 0.3 -0.4
0.1 0.1 0.5
0.6 0.0 -0.8

Summary:
**2S+1**: 1
**Calculated total energy**: -251.69003 Ha
**Orbital gap**: 8.15 eV
**Max |F|**: 4.1 eV/A

=====

No. 2
Density functional theory data (ωB97M-V/def2-TZVPD) for a cluster of 2 separate species, C5H11N in total at a distorted geometry.

Each line ends with the Mulliken charge.
Geometry (Å):
N  2.25771  2.23973  -0.11187  -0.578
C  -1.11926  -1.56831  0.49768  0.024
C  0.85157  0.87289  -1.53421  -0.785
C  -2.45739  -0.96146  0.68654  -1.150
C  1.72377  1.84755  -1.36327  0.093
C  -0.28618  -1.78579  1.50253  -0.827
H  0.30048  0.45933  -0.69553  0.194
H  2.03064  2.48346  -2.18482  0.306
H  -0.59941  -1.83674  2.53658  0.302
H  -3.29692  -1.64658  0.84410  0.340
H  -2.83834  -0.41885  -0.18396  0.310
H  2.28987  1.43006  0.49991  0.255
H  0.67196  -2.24804  1.29770  0.273
H  -0.73974  -1.77390  -0.49328  0.422
H  -2.53896  -0.22808  1.48959  0.322
H  3.22705  2.50351  -0.25523  0.263
H  0.52313  0.63122  -2.53248  0.235

Atomic forces in eV per Å
0.4 -0.4 -0.4
0.3 0.4 0.5
-0.8 0.1 -0.2
-1.7 0.6 -0.5
0.3 0.4 0.5
0.2 -1.3 0.0
0.4 -0.4 0.0
0.3 -0.2 -0.1
0.0 0.7 0.1
0.4 -0.5 0.2
0.5 0.1 -0.2
-0.2 0.2 0.1
0.1 0.1 0.0
-0.2 0.1 -0.2
0.4 -0.2 0.2
-0.1 0.3 0.2
-0.2 0.0 0.0

Summary:
**SMILES string**: C=CC.C=CN
**2S+1**: 1
**Calculated total energy**: -251.79494 Ha
**Orbital gap**: 9.62 eV
**Max |F|**: 1.9 eV/A